[1]
{
  "formula": "C2H3CrO2",
  "method": "ωB97M-V with the def2-TZVPD basis set",
  "species": ["H", "O", "O", "C", "H", "C", "Cr", "H"],
  "coordinates": [[-1.973, 0.029, -0.076], [0.674, -1.549, -0.442], [1.981, -1.440, 0.274], [-0.084, 1.157, -0.038], [-0.792, -0.374, 1.291], [-0.941, 0.097, 0.306], [1.695, 0.251, -0.537], [-0.559, 1.829, -0.779]],
  "e_tot_ev": -34633.0827,
  "multiplicity": 5,
  "homo_energy_ev": [-2.342, -3.042],
  "total_charge": -1,
  "lumo_energy_ev": [3.50, 3.40],
  "mol_weight_g_mol": 111.04
}


[2]
{
  "formula": "C7H14N2",
  "method": "ωB97M-V with the def2-TZVPD basis set",
  "species": ["C", "H", "C", "C", "C", "H", "H", "H", "H", "C", "H", "C", "H", "H", "C", "H", "N", "H", "H", "H", "H", "N", "H"],
  "coordinates": [[-0.453, 0.874, 1.807], [0.511, 0.933, -4.435], [0.365, -1.065, -3.768], [-0.151, 0.418, -3.741], [-1.213, 1.394, 0.625], [-1.662, -1.666, -3.377], [1.251, -0.958, -3.148], [-0.701, -3.025, -3.901], [0.699, -1.127, 3.976], [-0.644, -2.097, -3.355], [-1.526, -0.238, 3.374], [-0.601, 0.089, 2.929], [-0.089, 0.849, -2.734], [0.668, -1.189, -4.823], [1.543, 0.317, 2.559], [-1.976, 0.639, 0.446], [0.939, 0.948, 1.595], [-1.644, 2.366, 0.895], [-0.606, 1.658, -0.238], [-0.474, -2.386, -2.288], [-1.227, 0.562, -3.958], [0.651, -0.355, 3.333], [2.585, 0.280, 2.785]],
  "e_tot_ev": -10465.2307,
  "smiles": "Cc1c[nH]cn1.CCC",
  "homo_energy_ev": -8.579,
  "lumo_energy_ev": 0.88,
  "mol_weight_g_mol": 126.20
}


[3]
{
  "formula": "C5H5N7",
  "method": "ωB97M-V with the def2-TZVPD basis set",
  "species": ["N", "C", "N", "N", "N", "H", "C", "C", "H", "H", "N", "N", "H", "C", "C", "N", "H"],
  "coordinates": [[1.389, -1.063, 0.839], [-2.675, -0.018, 0.528], [-1.182, 0.526, -0.986], [-0.652, -0.266, -0.085], [1.336, 1.616, 0.660], [-3.048, 1.312, -1.265], [-2.418, 0.701, -0.656], [-1.544, -0.649, 0.899], [3.424, -1.287, 0.989], [1.651, 0.372, -2.129], [0.609, 2.429, 0.476], [2.676, -1.017, 0.443], [-1.126, -1.388, 1.446], [1.684, -0.156, -1.174], [0.710, -0.426, -0.113], [2.831, -0.461, -0.743], [-3.665, -0.226, 0.868]],
  "e_tot_ev": -15694.9389,
  "smiles": "c1cnn(-c2cn[nH]n2)c1.N#N",
  "homo_energy_ev": -8.907,
  "lumo_energy_ev": 0.91,
  "mol_weight_g_mol": 163.14
}